Record 1
{"formula": "C16H30BrF3O12P2S3", "method": "ωB97M-V/def2-TZVPD", "symbols": ["O", "P", "O", "Br", "O", "C", "C", "C", "F", "C", "F", "F", "O", "P", "O", "O", "H", "H", "H", "H", "H", "H", "C", "C", "C", "S", "O", "O", "C", "H", "H", "H", "H", "H", "H", "H", "H", "C", "C", "C", "S", "O", "O", "C", "H", "H", "H", "H", "H", "H", "H", "H", "C", "C", "C", "S", "O", "O", "C", "H", "H", "H", "H", "H", "H", "H", "H"], "positions_angstrom": [[2.91, 4.79, 0.92], [3.17, 4.44, -0.47], [1.96, 5.10, -1.34], [2.37, 5.32, -3.12], [4.58, 4.97, -1.00], [5.69, 4.25, -0.45], [6.48, 3.40, -1.48], [5.65, 2.59, -2.45], [4.59, 3.08, -3.12], [5.99, 1.33, -2.70], [5.71, 0.75, -3.86], [6.66, 0.57, -1.85], [3.19, 2.85, -0.70], [1.76, 2.03, -0.18], [2.29, 0.55, 0.27], [0.99, 1.69, -1.61], [6.39, 5.01, -0.08], [5.42, 3.67, 0.45], [7.11, 4.08, -2.06], [7.11, 2.71, -0.91], [3.10, 0.66, 0.80], [0.87, 2.57, -2.01], [-0.48, -0.31, 4.89], [-1.07, -1.57, 4.23], [-1.12, -1.32, 2.72], [0.21, -0.16, 2.36], [-0.38, 1.08, 1.90], [1.24, -0.83, 1.62], [0.74, 0.05, 4.06], [-0.22, -0.49, 5.93], [-1.22, 0.50, 4.85], [-0.43, -2.43, 4.44], [-2.06, -1.80, 4.62], [-0.96, -2.23, 2.15], [-2.06, -0.85, 2.42], [1.07, 1.08, 4.21], [1.56, -0.64, 4.23], [-0.03, -1.54, -4.61], [-0.93, -1.57, -5.86], [-1.68, -0.23, -5.90], [-0.63, 0.96, -5.07], [-1.30, 1.40, -3.87], [-0.11, 1.90, -6.04], [0.66, -0.18, -4.61], [0.69, -2.36, -4.61], [-0.65, -1.64, -3.71], [-0.30, -1.67, -6.75], [-1.62, -2.41, -5.84], [-1.86, 0.10, -6.92], [-2.63, -0.29, -5.36], [1.07, 0.09, -3.65], [1.43, -0.14, -5.38], [-5.05, -3.37, 2.12], [-5.44, -4.52, 3.05], [-5.26, -4.04, 4.49], [-5.49, -2.25, 4.45], [-4.23, -1.62, 4.79], [-6.71, -1.92, 5.12], [-5.73, -2.13, 2.68], [-5.35, -3.56, 1.09], [-3.96, -3.24, 2.13], [-6.49, -4.78, 2.88], [-4.85, -5.42, 2.86], [-5.98, -4.47, 5.17], [-4.25, -4.24, 4.85], [-5.30, -1.20, 2.32], [-6.80, -2.14, 2.50]], "lowdin_charge": [-0.24, 0.21, -0.70, 0.82, -0.21, -0.20, -0.07, -0.22, 0.04, -0.31, 0.14, 0.13, -0.39, 0.88, -0.26, -0.24, 0.13, 0.12, 0.13, 0.13, 0.08, 0.04, -0.21, -0.22, -0.22, 0.66, -0.34, -0.35, -0.23, 0.12, 0.12, 0.12, 0.07, 0.10, 0.10, 0.11, 0.11, -0.22, -0.22, -0.22, 0.66, -0.32, -0.33, -0.23, 0.11, 0.12, 0.12, 0.11, 0.10, 0.10, 0.09, 0.11, -0.22, -0.21, -0.22, 0.67, -0.33, -0.31, -0.23, 0.12, 0.11, 0.12, 0.11, 0.10, 0.10, 0.11, 0.11], "max_force_ha_per_bohr": 0.068, "multiplicity": 1, "homo_ev": -8.7}

---

Record 2
{"formula": "C16H30Cl18IN4O", "method": "ωB97M-V/def2-TZVPD", "symbols": ["N", "C", "O", "N", "C", "C", "C", "C", "C", "I", "N", "C", "N", "H", "H", "H", "H", "H", "H", "H", "H", "H", "H", "H", "H", "C", "Cl", "Cl", "H", "H", "C", "Cl", "Cl", "H", "H", "C", "Cl", "Cl", "H", "H", "C", "Cl", "Cl", "H", "H", "C", "Cl", "Cl", "H", "H", "C", "Cl", "Cl", "H", "H", "C", "Cl", "Cl", "H", "H", "C", "Cl", "Cl", "H", "H", "C", "Cl", "Cl", "H", "H"], "positions_angstrom": [[6.20, -1.59, 0.77], [6.00, -0.46, 0.78], [5.92, 0.81, 0.43], [4.83, 0.99, -0.48], [3.42, 0.92, -0.04], [2.78, 0.23, -1.30], [1.36, 0.74, -1.47], [0.44, -0.03, -0.49], [-0.64, -0.85, -1.22], [-1.00, -2.72, -0.25], [3.77, 0.53, -2.36], [4.97, 0.36, -1.67], [5.98, -0.32, -2.12], [3.17, 0.25, 0.79], [3.01, 1.88, 0.24], [2.88, -0.85, -1.13], [1.30, 1.80, -1.21], [1.06, 0.61, -2.51], [0.02, 0.63, 0.26], [1.06, -0.74, 0.06], [-0.36, -1.00, -2.26], [-1.58, -0.30, -1.15], [3.68, 1.43, -2.81], [5.84, -0.78, -3.02], [6.85, -0.47, -1.64], [-2.07, 0.75, 3.04], [-2.66, 0.72, 1.38], [-0.32, 1.05, 3.11], [-2.58, 1.54, 3.58], [-2.28, -0.21, 3.49], [-6.06, -1.13, 2.60], [-5.00, -2.17, 1.62], [-5.19, -0.43, 3.97], [-6.43, -0.33, 1.97], [-6.88, -1.73, 2.98], [-0.20, 4.17, -0.09], [-0.11, 2.88, 1.12], [1.26, 4.25, -1.07], [-1.05, 3.97, -0.74], [-0.33, 5.12, 0.42], [-8.34, -2.74, 0.23], [-9.46, -3.48, 1.38], [-8.89, -1.14, -0.29], [-7.38, -2.63, 0.71], [-8.26, -3.38, -0.64], [0.11, -0.96, 6.78], [-0.47, -1.52, 8.35], [-1.13, -1.13, 5.52], [0.38, 0.08, 6.86], [0.97, -1.55, 6.49], [1.91, 3.84, -5.33], [1.26, 5.37, -4.75], [2.97, 3.08, -4.12], [1.09, 3.17, -5.54], [2.50, 4.02, -6.23], [-7.66, -6.74, -0.41], [-7.50, -5.47, -1.63], [-6.09, -7.42, 0.02], [-8.12, -6.32, 0.47], [-8.28, -7.53, -0.82], [5.31, 3.85, 2.77], [5.11, 2.63, 1.49], [4.56, 5.40, 2.35], [4.85, 3.47, 3.68], [6.37, 4.01, 2.93], [2.51, -1.35, -4.71], [2.40, 0.15, -5.62], [4.16, -1.97, -4.64], [2.18, -1.16, -3.70], [1.87, -2.10, -5.17]], "lowdin_charge": [0.22, -0.31, -0.17, -0.03, -0.09, -0.26, -0.15, -0.32, -0.65, 0.78, 0.10, -0.31, 0.32, 0.14, 0.08, 0.16, 0.02, 0.11, -0.01, 0.06, 0.03, 0.02, 0.02, 0.09, 0.15, -1.01, 0.53, 0.46, 0.04, -0.06, -1.00, 0.51, 0.55, 0.03, 0.03, -0.93, 0.52, 0.54, 0.04, 0.03, -1.05, 0.51, 0.51, -0.05, -0.06, -1.01, 0.53, 0.54, 0.03, 0.03, -0.99, 0.54, 0.52, 0.02, 0.04, -1.00, 0.55, 0.51, 0.01, 0.03, -0.94, 0.78, 0.53, 0.03, 0.03, -1.00, 0.54, 0.56, -0.01, 0.04], "max_force_ha_per_bohr": 0.069, "charge": 1, "multiplicity": 1, "homo_ev": -11.5}

---

Record 3
{"formula": "C16H30ClNNiO4P", "method": "ωB97M-V/def2-TZVPD", "symbols": ["C", "C", "O", "O", "C", "C", "C", "C", "C", "C", "P", "O", "Cl", "C", "C", "C", "C", "N", "O", "C", "C", "C", "C", "H", "H", "H", "H", "H", "H", "H", "H", "H", "H", "H", "H", "H", "H", "H", "H", "H", "H", "H", "H", "H", "H", "H", "H", "H", "H", "H", "H", "H", "H", "Ni"], "positions_angstrom": [[-6.04, -1.54, 3.43], [-5.52, -1.42, 2.03], [-6.03, -0.81, 1.13], [-4.36, -2.11, 1.85], [-3.84, -2.09, 0.52], [-2.57, -2.91, 0.51], [-1.50, -2.40, 1.49], [-0.15, -2.10, 0.85], [-0.21, -1.17, -0.37], [0.67, 0.13, -0.32], [-0.10, 1.18, 1.01], [-1.66, 0.97, 0.95], [0.54, 0.80, 2.83], [0.51, 0.87, -1.67], [1.60, 1.84, -2.15], [1.33, 3.28, -1.68], [1.63, 1.81, -3.68], [2.95, 1.40, -1.68], [3.91, 2.06, -2.20], [3.20, 0.84, -0.32], [4.55, 0.13, -0.34], [3.22, 1.95, 0.72], [2.13, -0.23, -0.04], [-5.24, -1.71, 4.15], [-6.59, -0.64, 3.68], [-6.74, -2.38, 3.47], [-3.65, -1.05, 0.23], [-4.58, -2.48, -0.18], [-2.82, -3.95, 0.74], [-2.20, -2.92, -0.52], [-1.35, -3.14, 2.27], [-1.88, -1.51, 2.01], [0.53, -1.70, 1.62], [0.30, -3.05, 0.54], [-1.24, -0.89, -0.60], [0.18, -1.68, -1.26], [-2.16, 1.03, 1.79], [0.35, 0.09, -2.42], [-0.42, 1.46, -1.68], [1.04, 3.36, -0.63], [2.18, 3.92, -1.88], [0.49, 3.66, -2.27], [2.09, 2.71, -4.09], [0.61, 1.74, -4.06], [2.17, 0.94, -4.05], [4.73, -0.36, -1.30], [5.38, 0.82, -0.15], [4.59, -0.63, 0.44], [3.98, 2.70, 0.47], [2.27, 2.47, 0.85], [3.50, 1.52, 1.68], [2.28, -0.59, 0.97], [2.31, -1.07, -0.72], [5.63, 2.80, -1.94]], "mulliken_spin": [0.00, 0.00, 0.00, 0.00, 0.00, 0.00, 0.00, 0.01, 0.08, 0.07, 0.65, 0.07, 0.10, 0.03, 0.00, 0.06, 0.02, 0.53, 0.40, -0.07, 0.02, 0.04, 0.03, 0.00, 0.00, 0.00, 0.00, 0.00, 0.00, 0.00, 0.00, 0.00, 0.00, 0.00, 0.00, 0.01, -0.01, 0.00, 0.00, 0.00, 0.00, 0.00, 0.00, 0.00, 0.00, 0.00, 0.01, 0.00, 0.00, 0.00, 0.00, 0.00, -0.01, 0.99], "max_force_ha_per_bohr": 0.015, "charge": 2, "multiplicity": 4, "homo_ev": [-14.3, -14.3]}